Entry from the Open Molecules 2025 dataset: a cluster of 2 separate species, C4H8N2 in total at a distorted geometry (wB97M-V/def2-TZVPD).

Calculated total energy   -266.6300 Ha
Gap between HOMO and LUMO   9.249 eV
Relative energy (zero: lowest compared OMol25 entry of this formula, charge and spin)   2.505 eV

XYZ file:
```
14
Properties=species:S:1:pos:R:3:forces:R:3:mulliken_charge:R:1
C -2.004896 0.247657 0.130565 -0.145 0.038 -0.014 -0.832
C -0.874813 -0.769239 0.173619 -0.332 -0.194 -0.313 -0.786
C 1.758621 0.395866 0.570809 0.343 0.027 -0.378 -0.696
N 2.400645 -0.491877 -0.144695 0.155 0.069 0.190 -0.177
C 1.200179 1.476751 -0.203015 -0.246 1.294 -0.356 0.690
N 0.765101 2.465709 -0.643669 0.511 -1.363 0.468 -0.428
H -1.666719 1.209988 -0.273328 -0.046 -0.230 0.097 0.263
H -2.402541 0.426277 1.134115 0.004 -0.002 -0.130 0.254
H -2.823364 -0.109355 -0.499740 0.010 0.070 0.066 0.289
H -1.186083 -1.737110 0.577272 -0.116 0.076 -0.095 0.382
H -0.452741 -0.936937 -0.823228 -0.071 -0.029 0.084 0.230
H -0.075614 -0.426726 0.811454 0.111 0.054 0.349 0.309
H 2.537140 -0.481347 -1.154329 -0.164 0.077 0.138 0.244
H 2.825081 -1.269652 0.344174 -0.014 0.112 -0.104 0.257
```
Forces are in eV/Å.